# 1
Molecular formula: C18H23NO3S
Method: DFT, ωB97M-V/def2-TZVPD

Geometry as XYZ:
```
46
Properties=species:S:1:pos:R:3:forces:R:3
C 1.620 -4.191 -3.325 -0.05 -0.05 0.08
C 1.217 -3.730 -1.962 -0.26 -0.39 0.33
C 0.592 -4.557 -1.092 0.24 0.16 -0.43
C 0.188 -4.145 0.234 -0.31 -0.49 0.33
O -0.383 -4.837 1.041 0.20 0.28 -0.24
O 0.483 -2.854 0.593 -0.06 0.07 0.24
C 1.101 -2.001 -0.253 0.43 0.39 -0.75
C 1.328 -0.714 0.226 -0.04 0.01 0.15
C 1.929 0.232 -0.591 -0.05 -0.39 -0.19
C 2.332 -0.138 -1.886 0.04 0.23 0.07
C 2.120 -1.410 -2.346 -0.12 -0.05 0.24
C 1.490 -2.378 -1.547 -0.12 0.20 0.48
H 2.435 -1.671 -3.343 0.04 -0.03 -0.12
H 2.804 0.609 -2.502 0.05 0.09 -0.08
O 2.165 1.507 -0.236 0.14 0.00 -0.21
C 1.622 1.980 0.985 -0.02 0.15 0.52
C 1.745 3.493 0.995 -0.41 -0.19 -0.42
H 2.751 3.795 0.707 0.06 0.03 0.12
H 1.510 3.890 1.982 0.11 -0.04 0.06
S 0.651 4.299 -0.217 0.01 0.03 0.18
C -0.999 4.079 0.538 0.38 -0.07 -0.42
C -1.762 2.852 0.037 0.01 0.09 0.04
N -1.512 1.664 0.824 -0.36 -0.08 -0.17
C -2.090 1.691 2.174 0.12 0.08 0.27
C -2.834 0.364 2.364 0.08 0.04 -0.05
H -3.898 0.498 2.162 -0.02 -0.01 0.02
H -2.722 -0.031 3.371 -0.07 0.01 0.05
C -2.214 -0.538 1.300 -0.06 0.13 -0.13
H -2.865 -1.358 1.006 0.03 -0.08 0.00
H -1.272 -0.956 1.654 0.06 -0.07 0.00
C -1.970 0.444 0.163 0.04 -0.18 -0.10
H -1.210 0.103 -0.545 -0.09 -0.03 -0.05
H -2.907 0.617 -0.390 0.01 -0.01 -0.01
H -1.275 1.786 2.902 -0.12 0.08 0.10
H -2.761 2.548 2.305 0.05 0.01 0.01
H -2.841 3.096 0.018 0.03 -0.09 0.01
H -1.451 2.645 -0.991 -0.09 0.06 0.03
H -1.541 4.983 0.260 -0.04 0.01 0.12
H -0.872 4.060 1.618 -0.13 0.09 0.10
H 2.184 1.561 1.833 0.00 -0.02 -0.11
H 0.563 1.695 1.062 0.26 0.01 0.02
H 1.022 -0.492 1.233 -0.05 0.08 0.13
H 0.359 -5.579 -1.347 -0.02 -0.07 -0.01
H 2.697 -4.093 -3.453 0.07 0.01 -0.07
H 1.343 -5.231 -3.471 0.00 -0.04 -0.04
H 1.131 -3.587 -4.088 0.01 0.03 -0.09
```
Positions in Å, forces in eV/Å.

Summary:
**Molar mass**: 333.45 g mol⁻¹
**Net charge**: 0
**ΔE to the lowest compared entry with this formula, charge and spin**: 36.1 kcal/mol
**SMILES**: Cc1cc(=O)oc2cc(OCCSCCN3CCCC3)ccc12
**Electronic energy**: -37507.1606 eV

---

# 2
Molecular formula: C18H24AsN2O9PRuS
Method: DFT, ωB97M-V/def2-TZVPD

Geometry as XYZ:
```
57
Properties=species:S:1:pos:R:3:forces:R:3
Ru 0.277 0.401 1.512 -0.07 0.25 0.03
O 3.538 -0.112 2.949 0.10 0.22 0.09
As 3.078 1.544 2.653 -0.20 -0.10 -0.12
O 4.251 2.436 2.021 -0.03 -0.03 0.03
O 1.783 1.327 1.344 0.67 0.42 0.10
C 2.140 2.378 4.120 -0.03 -0.02 -0.12
C 2.836 3.470 4.613 -0.03 -0.03 -0.03
C 2.311 4.208 5.675 0.01 0.03 0.01
C 1.095 3.871 6.238 0.00 0.00 0.00
C 0.376 2.786 5.748 0.04 0.01 -0.01
C 0.897 2.054 4.694 0.05 0.01 -0.04
S -0.039 0.700 4.136 0.12 -0.44 -0.10
O -0.857 1.157 2.863 -0.19 -0.25 -0.06
O -0.855 0.150 5.142 -0.05 0.13 0.03
O 0.928 -0.194 3.418 -0.03 -0.07 0.16
H 4.510 -0.132 2.990 -0.07 -0.09 -0.08
H 3.784 3.742 4.167 0.01 0.03 0.02
H 2.871 5.051 6.059 0.00 0.00 0.00
H 0.698 4.445 7.064 0.00 0.00 0.00
H -0.571 2.504 6.189 0.00 -0.01 -0.01
N -3.301 3.995 -3.835 0.01 -0.01 0.01
C -2.712 3.406 -3.045 0.00 0.01 -0.02
C -1.975 2.669 -2.060 0.00 0.00 0.00
C -0.674 3.035 -1.731 0.02 -0.03 0.01
C -0.004 2.310 -0.768 0.01 -0.02 -0.07
N -0.564 1.254 -0.156 -0.10 0.12 0.04
C -1.820 0.893 -0.480 0.07 0.00 -0.08
C -2.556 1.576 -1.419 -0.03 -0.02 -0.02
H -0.192 3.875 -2.211 0.00 0.01 0.01
H 1.002 2.568 -0.466 -0.01 0.02 0.01
H -2.230 0.027 0.025 -0.01 0.03 0.03
H -3.565 1.266 -1.651 0.00 0.00 0.00
C -0.066 -4.440 -0.722 0.00 -0.01 -0.01
C -0.686 -3.161 -1.212 0.00 0.03 0.02
O -0.448 -1.988 -0.309 0.04 -0.07 -0.01
P 0.704 -1.743 0.692 -0.41 -0.04 0.22
O 2.122 -1.754 0.074 0.11 0.01 -0.03
C 2.587 -0.970 -1.099 -0.06 -0.03 0.04
C 4.024 -0.598 -0.877 0.00 0.00 -0.01
O 0.656 -2.805 1.800 0.06 -0.06 0.01
C 1.777 -3.187 2.715 -0.01 0.02 -0.05
C 1.174 -3.943 3.862 0.01 0.01 0.02
H -0.293 -5.214 -1.456 0.00 0.00 0.00
H -0.480 -4.751 0.235 0.01 0.00 0.00
H 1.020 -4.371 -0.650 0.00 0.00 0.00
H -1.769 -3.216 -1.258 0.00 -0.01 -0.01
H -0.298 -2.844 -2.177 0.01 -0.01 0.00
H 1.943 -0.095 -1.200 -0.01 0.00 0.00
H 2.445 -1.624 -1.957 0.02 0.01 -0.02
H 4.138 0.053 -0.011 0.00 0.01 0.00
H 4.384 -0.059 -1.754 0.01 -0.01 0.00
H 4.639 -1.487 -0.747 0.00 0.00 0.00
H 2.270 -2.268 3.023 0.00 -0.01 0.00
H 2.453 -3.789 2.112 0.00 -0.01 0.01
H 0.482 -3.318 4.424 0.00 0.00 0.00
H 1.977 -4.253 4.532 0.00 0.00 0.00
H 0.656 -4.836 3.518 0.00 0.00 0.00
```
Positions in Å, forces in eV/Å.

Summary:
**Molar mass**: 651.43 g mol⁻¹
**Net charge**: +2
**ΔE to the lowest compared entry with this formula, charge and spin**: 6.9 kcal/mol
**Electronic energy**: -123992.0427 eV

---

# 3
Molecular formula: C18H24B4F6InN4O9S2
Method: DFT, ωB97M-V/def2-TZVPD

Geometry as XYZ:
```
68
Properties=species:S:1:pos:R:3:forces:R:3
In -0.346 -0.017 0.335 0.01 -0.07 -0.04
C 2.282 0.518 3.892 -0.01 0.01 0.02
C 1.549 0.003 2.704 0.02 -0.06 -0.05
N 1.061 0.783 1.824 0.08 0.10 0.11
O 1.233 2.121 1.984 -0.02 0.01 0.00
B 1.920 2.767 0.801 -0.11 0.01 -0.05
F 2.063 4.092 1.123 0.02 0.02 0.01
F 3.130 2.102 0.589 0.07 -0.04 0.00
O 1.133 2.734 -0.487 0.01 -0.02 0.06
N 0.860 1.468 -0.904 -0.01 0.09 -0.08
C 1.205 1.126 -2.083 0.05 -0.07 0.00
C 1.880 2.033 -3.054 0.00 0.03 -0.03
C 0.985 -0.312 -2.430 0.03 0.01 0.08
N 0.827 -1.067 -1.413 -0.06 0.03 -0.08
O 0.652 -2.391 -1.608 0.04 -0.02 0.05
B 1.305 -3.219 -0.525 -0.16 0.03 0.05
F 2.662 -2.912 -0.498 0.11 0.02 0.00
F 1.038 -4.528 -0.833 0.01 -0.04 -0.01
O 0.754 -3.004 0.875 0.01 0.03 -0.11
N 0.873 -1.721 1.283 -0.11 0.00 0.25
C 1.391 -1.465 2.421 0.06 0.07 -0.12
C 1.912 -2.496 3.361 0.02 -0.02 0.05
C 1.045 -0.798 -3.838 0.00 -0.01 -0.05
H 3.031 1.241 3.570 0.00 0.00 -0.02
H 2.751 -0.280 4.459 0.01 0.00 0.01
H 1.577 1.053 4.533 0.00 0.00 -0.01
H 2.279 2.898 -2.533 0.00 -0.01 0.01
H 1.163 2.376 -3.805 -0.01 0.01 0.01
H 2.677 1.505 -3.577 0.01 0.00 0.01
H 1.683 -3.486 2.978 -0.01 0.01 -0.01
H 1.464 -2.366 4.348 -0.01 0.00 -0.01
H 2.993 -2.399 3.474 0.01 -0.01 -0.03
H 0.641 -0.053 -4.522 -0.01 0.00 0.00
H 0.482 -1.725 -3.925 0.00 0.00 0.01
H 2.077 -1.004 -4.129 0.01 -0.01 0.01
C -8.985 0.445 -3.010 0.00 0.00 -0.02
C -8.927 0.838 -1.528 -0.01 0.03 0.01
C -9.844 -0.092 -0.721 -0.02 -0.02 0.00
C -9.460 2.264 -1.394 -0.01 0.02 0.00
C -7.491 0.707 -1.018 0.01 -0.03 0.00
C -6.861 -0.537 -1.073 -0.07 0.02 -0.02
C -5.561 -0.742 -0.620 0.07 0.03 0.01
C -4.902 0.352 -0.112 -0.08 0.04 0.00
O -3.604 0.446 0.420 0.00 -0.03 -0.17
B -3.568 1.858 1.078 0.10 0.03 0.12
O -4.696 2.529 0.512 -0.03 0.04 0.03
C -5.504 1.594 -0.039 0.00 -0.01 0.02
C -6.795 1.793 -0.487 0.04 -0.04 -0.01
H -10.012 0.515 -3.379 -0.01 0.00 0.00
H -8.639 -0.577 -3.168 0.00 -0.01 0.00
H -8.358 1.106 -3.610 0.01 0.00 0.00
H -10.878 0.014 -1.056 -0.01 0.00 -0.01
H -9.800 0.148 0.342 0.01 0.02 0.00
H -9.558 -1.137 -0.839 0.01 -0.01 0.00
H -10.480 2.309 -1.783 0.00 0.00 0.00
H -8.856 2.976 -1.959 0.01 0.00 -0.01
H -9.487 2.590 -0.353 0.00 -0.01 0.01
H -7.396 -1.386 -1.479 0.01 -0.02 0.00
H -5.089 -1.710 -0.673 0.00 0.00 0.00
H -7.230 2.778 -0.406 0.01 0.02 0.00
O -3.653 1.664 2.558 0.04 -0.08 -0.03
S -2.177 2.000 2.969 -0.12 0.07 -0.15
O -2.153 2.973 4.010 0.05 0.03 0.04
O -1.447 0.777 3.170 0.06 -0.03 0.08
S -1.867 2.753 1.063 0.01 -0.03 0.09
F -2.519 0.190 -1.679 -0.04 0.00 -0.06
B -2.465 -0.330 -0.396 -0.06 -0.03 0.04
F -2.834 -1.651 -0.338 -0.02 -0.06 -0.04
```
Positions in Å, forces in eV/Å.

Summary:
**Molar mass**: 776.60 g mol⁻¹
**Net charge**: -1
**ΔE to the lowest compared entry with this formula, charge and spin**: 13.3 kcal/mol
**Electronic energy**: -89314.3167 eV

---

> Which value of electronic energy does entry 1 give?

-37507.1606 eV